No. 1
Computed, not measured: the molecule C22H23N7O2S, with ωB97M-V/def2-TZVPD.

Structure (ORCA input):
```
! RIJCOSX wB97M-V def2-TZVPD def2/J DEFGRID3
* xyz 0 1
S 0.649 -0.204 2.475
O 1.719 -2.907 0.595
O -0.830 3.802 3.693
N -1.700 1.444 -0.063
N -0.201 2.147 1.375
N 0.850 -3.226 -2.254
N -0.081 -1.930 -0.409
N -1.216 0.371 0.572
N -1.973 6.377 -1.080
N 1.178 -3.048 -3.541
C 0.748 2.935 2.113
C -1.738 6.196 0.207
C -1.666 4.038 -1.424
C -1.947 5.318 -1.871
C 0.085 -4.996 -0.775
C 1.044 -1.277 -5.231
C 1.402 -6.990 -0.546
C 0.834 -1.817 -3.862
C 2.141 -5.236 -2.007
C 0.283 -6.244 -0.216
C 0.365 3.066 3.588
C 0.066 -1.860 1.984
C 0.310 -2.092 -1.737
C -0.313 0.789 1.426
C -1.113 2.511 0.411
C 0.680 -2.292 0.654
C 2.325 -6.487 -1.449
C -1.396 3.854 -0.068
C -1.290 3.925 5.016
C 0.276 -1.158 -2.750
C -1.448 4.964 0.773
C 1.027 -4.483 -1.658
H 0.806 3.923 1.653
H 1.179 3.576 4.124
H 0.096 -0.954 -5.659
H -1.786 7.087 0.820
H 2.846 -4.826 -2.712
H -0.446 -6.640 0.476
H -0.094 -0.156 -2.689
H -1.021 -1.829 1.953
H 1.714 -0.418 -5.202
H 0.421 -2.521 2.773
H 1.725 2.443 2.053
H -2.160 5.509 -2.915
H -0.799 -4.425 -0.532
H -1.493 2.942 5.456
H 0.238 2.066 4.029
H -1.306 4.865 1.837
H 1.478 -2.048 -5.859
H -0.558 4.449 5.641
H 1.552 -7.964 -0.104
H -1.656 3.195 -2.095
H -2.211 4.502 4.970
H 3.195 -7.069 -1.714
H -0.787 -1.201 -0.247
*
```

Output
SMILES string   COCCn1c(SCC(=O)Nc2cc(C)nn2-c2ccccc2)nnc1-c1ccncc1
DFT total energy   -48547.89563 eV

Atom charges from the natural (NBO) analysis, given in e for atoms 1 to 4: S 0.286; O -0.588; O -0.551; N -0.259



No. 2
Computed, not measured: C22H23N8O5Y as an isolated structure, with ωB97M-V/def2-TZVPD.

Structure (ORCA input):
```
! RIJCOSX wB97M-V def2-TZVPD def2/J DEFGRID3
* xyz 0 1
Y -0.013 0.679 0.234
O -2.229 0.725 1.595
O -0.642 2.574 -1.281
O -0.748 2.942 1.302
O -0.754 4.763 -1.747
O -2.940 1.440 3.588
N -1.844 -0.461 -1.085
N 2.670 3.247 -4.940
N 0.738 2.947 -3.721
N -1.204 -2.714 -0.810
N 0.614 0.095 2.028
N 2.835 2.178 -2.951
N 2.022 1.490 -0.733
N 0.851 -1.548 -0.549
C 2.055 2.788 -3.833
C 1.100 -3.385 3.153
C 2.875 -2.813 -0.279
C -0.541 4.122 0.521
C 2.353 1.819 -1.799
C 3.105 -2.160 3.567
C 2.509 -1.004 3.101
C -3.482 -2.201 -1.215
C 2.166 -3.999 -0.426
C 0.185 -2.689 -0.668
C 2.182 -1.630 -0.336
C -2.321 1.597 2.423
C -2.160 -1.751 -1.035
C -0.664 3.819 -0.973
C -4.142 0.069 -1.544
C 0.810 -3.940 -0.630
C 0.491 -2.235 2.682
C 1.174 -0.982 2.596
C -1.803 2.999 2.222
C 2.421 -3.376 3.593
C -2.830 0.421 -1.351
C -4.469 -1.285 -1.463
H -0.546 -2.264 2.355
H 4.129 -2.116 3.923
H 3.659 3.099 -5.022
H 3.936 -2.805 -0.079
H 0.531 -4.311 3.181
H -5.491 -1.616 -1.600
H 3.060 -0.070 3.087
H 0.282 3.639 -4.292
H -2.645 3.581 1.824
H 0.251 2.736 -2.838
H 2.686 -0.688 -0.176
H -4.885 0.825 -1.750
H 2.893 -4.275 3.967
H -1.240 4.909 0.801
H 0.221 -4.842 -0.732
H -3.702 -3.259 -1.155
H -3.218 0.512 3.647
H 0.473 4.481 0.709
H -1.499 3.436 3.175
H 2.668 -4.955 -0.367
H -1.578 -3.647 -0.777
H -2.511 1.455 -1.404
H 2.158 3.631 -5.711
*
```

Output
DFT total energy   -46392.72117 eV
Energy relative to the best compared isomer or geometry (same formula, charge and spin)   160.41 kJ/mol

Atom charges from the Mulliken analysis, given in e for atoms 1 to 4: Y 0.861; O -0.392; O -0.068; O -0.304



No. 3
Computed, not measured: C22H24AsN7O6SSeW as an isolated structure, with ωB97M-V/def2-TZVPD.

Structure (ORCA input):
```
! RIJCOSX wB97M-V def2-TZVPD def2/J DEFGRID3
* xyz 2 1
W -0.601 -0.847 -1.104
Se 0.890 -2.640 -2.252
As -2.000 1.333 1.028
S -1.900 -2.234 0.956
O -0.984 2.495 1.866
O -2.455 -3.531 1.072
O -0.448 -2.252 0.454
O -1.595 -0.567 -2.428
O -0.578 0.565 0.063
O -2.456 -1.348 -0.132
N 1.085 0.226 -1.849
N 2.572 3.997 -1.072
N 0.858 5.220 -1.528
N -1.546 -4.034 -2.997
N -0.612 -4.921 -1.257
N 1.796 4.550 -2.053
N 2.605 1.777 -1.915
C 3.422 2.915 -1.468
C 0.959 5.120 -0.150
C 2.435 4.056 1.477
C -1.889 0.053 2.519
C -2.025 -2.145 3.595
C 0.178 5.702 0.855
C -2.021 -1.545 4.845
C -1.830 -3.188 -4.159
C 1.653 4.621 2.459
C -0.503 -3.927 -2.153
C -2.321 -5.101 -2.621
C 0.326 -5.249 -0.184
C -1.946 -0.167 4.936
C -1.735 -5.657 -1.534
C -1.962 -1.350 2.457
C 2.052 4.315 0.158
C 1.149 0.713 -3.155
C 0.537 5.433 2.157
C -1.885 0.619 3.788
C 1.988 0.894 -1.122
C 2.082 1.681 -3.194
C 2.281 0.688 0.320
H 4.040 3.223 -2.308
H -3.214 -5.372 -3.157
H -2.083 -2.154 5.735
H 3.350 0.786 0.509
H -2.018 -6.505 -0.937
H -2.113 -3.828 -4.989
H 2.409 2.323 -3.993
H -2.091 -3.220 3.499
H 4.058 2.615 -0.641
H -0.934 -2.633 -4.419
H -0.241 -5.426 0.727
H -1.005 3.387 1.485
H 1.985 -0.315 0.626
H -0.645 6.358 0.607
H 3.307 3.465 1.726
H 1.004 -4.416 -0.037
H 1.912 4.459 3.496
H -1.836 1.694 3.890
H -0.022 5.874 2.971
H 0.513 0.331 -3.933
H -2.636 -2.497 -3.924
H 0.887 -6.141 -0.454
H 1.743 1.410 0.936
H -1.947 0.312 5.906
*
```

Output
DFT total energy   -184753.70038 eV
Energy relative to the best compared isomer or geometry (same formula, charge and spin)   0.00 kJ/mol

Atom charges from the natural (NBO) analysis, given in e for atoms 1 to 4: W 2.087; Se 0.074; As 1.549; S 2.395



No. 4
Computed, not measured: C22H24AsNO7P2Pt as an isolated structure, with ωB97M-V/def2-TZVPD.

Structure (ORCA input):
```
! RIJCOSX wB97M-V def2-TZVPD def2/J DEFGRID3
* xyz 2 5
Pt 0.414 -0.235 0.098
As 2.576 0.636 -1.388
P 1.466 -1.430 2.459
P 0.607 -3.113 -0.105
O 0.630 -4.501 -0.567
O 1.207 -2.014 -0.972
O 2.072 -1.634 3.772
O -2.215 0.422 -0.485
O -0.880 -2.603 0.321
O -0.128 -1.095 2.549
O 2.060 -0.400 1.504
N 0.677 -4.021 2.398
C 6.054 -0.921 0.214
C 4.450 -3.254 -3.246
C 3.663 4.483 -2.819
C 1.420 -3.049 1.560
C -0.913 2.425 -0.876
C 2.857 -3.494 1.396
C 4.025 1.853 -3.652
C 3.092 3.448 -2.096
C 5.590 1.017 1.575
C 4.467 1.317 0.811
C -1.168 1.000 -0.484
C 3.287 2.136 -2.509
C 3.282 -0.907 -2.322
C 4.410 4.206 -3.956
C 5.010 -2.623 -2.158
C 4.116 0.487 -0.233
C 4.438 -1.430 -1.673
C 4.905 -0.657 -0.554
C 3.323 -2.721 -3.882
C 2.739 -1.545 -3.416
C 6.384 -0.092 1.262
C 4.595 2.894 -4.367
H 6.691 -1.755 -0.039
H 5.880 -3.042 -1.674
H 1.103 -4.090 3.336
H -0.297 -3.698 2.492
H -1.862 2.950 -1.003
H 5.843 1.634 2.424
H 4.167 0.829 -3.975
H 3.361 -3.535 2.363
H 2.891 -3.236 -4.725
H -1.582 -2.970 -0.226
H 3.392 -2.772 0.777
H -0.351 2.443 -1.815
H 7.269 -0.291 1.847
H 2.909 -4.462 0.896
H 3.850 2.170 1.061
H 2.503 3.657 -1.209
H 1.850 -1.149 -3.892
H -0.380 -0.696 3.389
H 5.186 2.670 -5.242
H -0.304 2.917 -0.118
H 4.886 -4.168 -3.617
H 4.846 5.010 -4.530
H 3.526 5.505 -2.499
H 0.673 -4.939 1.918
*
```

Output
<S²>   6.052
DFT total energy   -121675.20117 eV

Atom charges from the natural (NBO) analysis, given in e for atoms 1 to 4: Pt 1.043; As 1.036; P 2.357; P 2.362



No. 5
Computed, not measured: C22H24BF5IrN2O3S as an isolated structure, with ωB97M-V/def2-TZVPD.

Structure (ORCA input):
```
! RIJCOSX wB97M-V def2-TZVPD def2/J DEFGRID3
* xyz 0 2
Ir -0.962 0.646 0.229
S -1.669 -2.390 1.375
F -0.011 -0.151 4.623
F 1.902 0.799 3.717
F 0.006 0.585 2.448
F 4.198 -3.553 -0.241
F 1.225 -1.289 3.067
O 0.945 0.822 -0.641
O -2.826 0.661 0.914
O -0.628 -1.444 0.780
N -0.290 2.044 -2.152
N -1.354 1.724 -1.319
C -5.125 1.079 0.947
C 3.369 -1.561 0.685
C 1.991 1.943 -3.971
C 4.419 2.290 -2.671
C 0.833 1.558 -1.824
C 1.820 -0.297 -0.591
C 3.408 -2.468 -0.356
C 3.282 2.003 -1.936
C 2.558 -0.444 0.562
C -3.779 1.243 0.298
C 4.348 2.401 -4.053
C -2.653 3.059 -2.895
C -2.321 -2.788 3.919
C 2.063 1.828 -2.586
C -3.681 1.973 -0.890
C -0.945 -3.436 3.782
C -2.349 -1.665 2.892
C 3.132 2.229 -4.701
C -0.695 -3.631 2.287
C 2.662 -2.318 -1.509
C 1.837 -1.210 -1.624
C -2.542 2.220 -1.658
B 0.807 -0.023 3.503
H -1.998 3.927 -2.825
H -1.034 -4.602 1.925
H -3.338 -1.275 2.664
H -0.885 -4.388 4.310
H -3.117 -3.512 3.721
H -4.600 2.411 -1.250
H 1.215 -1.068 -2.498
H -5.005 1.014 2.027
H 3.339 1.924 -0.858
H -2.333 2.492 -3.769
H 3.944 -1.735 1.583
H -2.480 -2.383 4.918
H -5.792 1.902 0.700
H -3.679 3.388 -3.033
H 5.240 2.620 -4.624
H 2.720 -3.063 -2.289
H 0.338 -3.464 1.984
H 1.037 1.807 -4.463
H 3.074 2.314 -5.778
H 2.477 0.278 1.364
H -0.191 -2.764 4.187
H 5.364 2.430 -2.163
H -5.583 0.152 0.596
H -1.686 -0.845 3.166
*
```

Output
<S²>   0.757
DFT total energy   -60268.71591 eV
Energy relative to the best compared isomer or geometry (same formula, charge and spin)   65.26 kJ/mol

Atom charges from the natural (NBO) analysis, given in e for atoms 1 to 4: Ir 1.030; S 1.216; F -0.562; F -0.556



No. 6
Computed, not measured: C22H24Br2N2PtSi as an isolated structure, with ωB97M-V/def2-TZVPD.

Structure (ORCA input):
```
! RIJCOSX wB97M-V def2-TZVPD def2/J DEFGRID3
* xyz 0 1
Pt -0.323 -0.428 0.435
Br 5.677 -0.525 -3.940
Br 0.233 6.140 -0.642
Si -2.944 -0.344 -1.533
N 1.815 -0.833 0.749
N -0.081 -1.722 2.506
C 2.172 -1.168 1.926
C 2.275 -0.737 -1.597
C -2.433 1.188 -2.503
C -0.776 -2.036 4.762
C -4.832 -0.431 -1.550
C 2.777 -0.728 -0.301
C -2.346 -0.340 0.241
C 0.057 4.264 -0.406
C 5.012 -0.604 -1.180
C 4.496 -0.613 -2.466
C 0.679 3.399 -1.287
C 4.154 -0.670 -0.096
C 0.514 -1.822 5.214
C -2.288 -1.869 -2.435
C -0.202 1.486 -0.061
C -1.027 -1.978 3.397
C -0.695 3.770 0.645
C 3.131 -0.686 -2.684
C 0.545 2.029 -1.106
C 1.509 -1.541 4.288
C -0.822 2.398 0.805
C 1.165 -1.484 2.944
H -2.498 2.095 -1.899
H 1.038 1.387 -1.823
H -2.793 0.492 0.794
H 1.260 3.785 -2.113
H -5.189 -1.367 -1.114
H -2.954 -2.727 -2.317
H 2.737 -0.699 -3.690
H -3.080 1.313 -3.374
H -5.230 -0.367 -2.566
H -5.265 0.389 -0.973
H -1.402 1.111 -2.852
H -1.182 4.448 1.333
H 2.528 -1.357 4.599
H -2.023 -2.139 3.003
H 1.200 -0.799 -1.729
H -1.583 -2.255 5.447
H -1.419 2.036 1.631
H 3.211 -1.291 2.221
H -2.723 -1.263 0.715
H -1.307 -2.158 -2.049
H 6.080 -0.546 -1.026
H -2.182 -1.678 -3.505
H 4.587 -0.658 0.893
H 0.747 -1.868 6.269
*
```

Output
DFT total energy   -177393.17402 eV
Energy relative to the best compared isomer or geometry (same formula, charge and spin)   0.00 kJ/mol

Atom charges from the natural (NBO) analysis, given in e for atoms 1 to 4: Pt 0.558; Br 0.072; Br 0.030; Si 1.643



What is the DFT total energy in the second record?
-46392.72117 eV



Look up the DFT total energy of the fourth one.
-121675.20117 eV



Among the records above, which one has the lowest DFT total energy?
C22H24AsN7O6SSeW